# C62H63BrGe2N2OS4SeV

A molecular structure, C62H63BrGe2N2OS4SeV at a distorted geometry (wB97M-V/def2-TZVPD, the Open Molecules 2025 dataset).

Each line ends with the Löwdin charge.
Positions of all 137 atoms, in Å:
V  -1.88  -1.23  -2.15  -0.1537
C  2.33  -5.79  3.95  -0.0598
C  1.60  -4.48  3.91  -0.2723
C  2.22  -3.30  4.30  -0.0281
C  1.53  -2.10  4.31  -0.2518
C  2.21  -0.83  4.72  -0.0342
C  0.18  -2.08  3.94  -0.1992
C  -0.45  -3.25  3.52  -0.2147
C  -1.88  -3.26  3.09  -0.0361
C  0.28  -4.44  3.51  -0.0029
C  -0.58  -0.84  4.15  -0.2318
C  -1.04  -0.65  5.46  -0.0423
C  -1.71  0.50  5.81  -0.0787
C  -1.92  1.47  4.85  -0.0501
C  -1.48  1.29  3.54  -0.2283
C  -0.81  0.13  3.17  -0.1728
Ge  -0.36  -0.29  1.23  0.0728
S  -2.18  -0.95  0.26  0.3022
S  0.69  1.43  0.14  0.2912
Ge  1.77  -0.37  -0.89  0.0566
S  0.83  -1.06  -2.65  0.1830
S  1.46  -1.67  1.00  0.3056
C  3.73  0.03  -1.24  -0.1683
C  4.10  1.27  -1.74  -0.2329
C  5.41  1.51  -2.16  -0.0490
C  6.36  0.51  -2.08  -0.0820
C  6.00  -0.73  -1.58  -0.0469
C  4.69  -0.98  -1.17  -0.2272
C  4.40  -2.35  -0.68  -0.1676
C  4.63  -2.68  0.66  -0.2459
C  5.06  -1.62  1.64  -0.0369
C  4.45  -3.99  1.08  -0.0194
C  4.04  -4.97  0.20  -0.2647
C  3.87  -6.40  0.64  -0.0616
C  3.81  -4.63  -1.13  -0.0022
C  3.99  -3.33  -1.58  -0.2010
C  3.75  -3.01  -3.02  -0.0484
C  3.15  2.41  -1.83  -0.1829
C  2.38  2.61  -2.97  -0.2098
C  2.43  1.68  -4.14  -0.0506
C  1.53  3.71  -3.02  -0.0161
C  1.45  4.61  -1.97  -0.2769
C  0.49  5.76  -2.00  -0.0481
C  2.26  4.41  -0.86  -0.0381
C  3.11  3.32  -0.77  -0.2642
C  3.95  3.11  0.45  -0.0372
C  -1.78  2.40  2.60  -0.1463
C  -0.85  3.42  2.40  -0.2352
C  0.51  3.37  3.03  -0.0438
C  -1.19  4.50  1.60  -0.0197
C  -2.44  4.61  1.03  -0.2699
C  -2.82  5.80  0.18  -0.0655
C  -3.37  3.61  1.27  -0.0221
C  -3.05  2.50  2.04  -0.1981
C  -4.07  1.42  2.26  -0.0422
H  3.40  -5.64  4.07  0.0632
H  2.15  -6.35  3.04  0.0619
H  1.97  -6.40  4.79  0.0750
H  3.26  -3.31  4.60  0.1068
H  3.25  -1.00  4.98  0.0713
H  1.70  -0.37  5.58  0.0754
H  2.16  -0.10  3.90  0.0779
H  -2.41  -2.37  3.44  0.0740
H  -2.40  -4.15  3.47  0.0802
H  -1.95  -3.29  2.00  0.0444
H  -0.21  -5.34  3.18  0.1236
H  -0.86  -1.43  6.19  0.1212
H  -2.07  0.64  6.82  0.0939
H  -2.42  2.40  5.12  0.1188
H  5.67  2.48  -2.57  0.1184
H  7.38  0.69  -2.40  0.0927
H  6.73  -1.53  -1.51  0.1193
H  5.70  -0.88  1.16  0.0725
H  5.58  -2.07  2.49  0.0734
H  4.17  -1.11  2.02  0.0554
H  4.63  -4.24  2.12  0.1034
H  4.28  -6.55  1.64  0.0608
H  4.37  -7.08  -0.05  0.0717
H  2.81  -6.66  0.66  0.0798
H  3.47  -5.39  -1.82  0.1180
H  3.82  -3.91  -3.63  0.0739
H  4.47  -2.28  -3.39  0.0766
H  2.76  -2.59  -3.14  -0.0050
H  3.38  1.13  -4.17  0.0776
H  2.29  2.22  -5.07  0.0740
H  1.64  0.93  -4.05  0.0077
H  0.92  3.86  -3.90  0.1108
H  0.06  5.89  -2.99  0.0703
H  0.98  6.69  -1.70  0.0750
H  -0.32  5.56  -1.30  0.0536
H  2.21  5.12  -0.04  0.1113
H  3.87  3.95  1.13  0.0725
H  5.00  2.96  0.18  0.0758
H  3.62  2.20  0.97  0.0737
H  0.51  2.73  3.92  0.0751
H  0.85  4.37  3.31  0.0760
H  1.22  2.95  2.32  0.0324
H  -0.45  5.28  1.43  0.1101
H  -2.25  6.68  0.46  0.0723
H  -3.88  6.02  0.27  0.0713
H  -2.61  5.59  -0.87  0.0580
H  -4.36  3.70  0.85  0.1007
H  -5.06  1.73  1.94  0.0737
H  -4.11  1.13  3.31  0.0760
H  -3.78  0.53  1.70  0.0199
Br  -1.86  -1.12  -4.94  0.8386
C  -3.77  -0.82  -4.94  -0.5157
C  -4.37  -0.42  -6.11  -0.1562
C  -5.75  -0.23  -6.14  -0.1220
C  -6.50  -0.49  -5.03  -0.0628
C  -5.90  -0.95  -3.83  -0.2009
C  -6.68  -1.32  -2.72  -0.0860
C  -6.07  -1.80  -1.58  -0.0892
C  -4.69  -1.84  -1.49  -0.1719
C  -3.84  -1.44  -2.52  -0.2834
C  -4.48  -1.07  -3.74  -0.2236
H  -3.77  -0.26  -6.99  0.0827
H  -6.22  0.10  -7.06  0.0888
H  -7.58  -0.37  -5.04  0.0971
H  -7.76  -1.24  -2.79  0.0904
H  -6.67  -2.13  -0.74  0.0960
H  -4.25  -2.20  -0.56  0.0378
C  -4.12  3.43  -2.84  -0.0631
N  -3.55  2.23  -2.29  -0.1507
C  -4.42  1.48  -1.42  -0.0305
C  -2.31  1.80  -2.63  -0.2393
O  -1.82  0.70  -2.36  -0.2020
H  -5.06  3.20  -3.35  0.0928
H  -3.43  3.88  -3.55  0.0845
H  -4.33  4.15  -2.04  0.0743
H  -5.24  1.02  -1.98  0.0896
H  -4.84  2.14  -0.66  0.0746
H  -3.85  0.69  -0.92  0.0377
H  -1.72  2.55  -3.18  0.1472
Se  -1.61  -3.68  -2.29  0.5658
C  -2.47  -4.44  -0.94  -0.9004
N  -3.00  -5.02  -0.09  -0.0008

- Multiplicity: 4
- Kohn-Sham gap (spin up / spin down): 0.17613 / 0.20894 Ha
- Charge: -2
- E_LUMO (spin up / spin down): 0.140 / 0.140 Eh
- <S²>: 3.7723
- E_HOMO (spin up / spin down): -0.990 / -1.884 eV
- F_max: 2.5 eV/Å

***

# C62H71FO5S

A molecular structure, C62H71FO5S at a distorted geometry (wB97M-V/def2-TZVPD, the Open Molecules 2025 dataset).

Each line ends with the Löwdin charge.
Positions of all 140 atoms, in Å:
C  -1.19  1.95  -2.24  0.1409
C  -0.30  1.13  -2.04  -0.0131
C  0.50  -0.15  -1.62  -0.3513
C  1.05  -0.30  -0.14  -0.1052
C  0.00  -0.01  1.01  -0.1677
C  -0.41  1.51  1.22  -0.2041
C  0.75  2.58  1.03  -0.1638
C  1.48  2.99  2.41  -0.2022
O  2.02  4.32  2.15  -0.2174
C  2.98  4.69  3.16  -0.2648
C  3.49  6.16  2.76  -0.0773
O  1.77  0.04  -2.39  -0.1791
S  2.26  -1.55  -2.71  0.7729
O  2.66  -1.68  -4.12  -0.2479
O  3.40  -1.83  -1.83  -0.2794
O  0.86  -2.44  -2.37  -0.1667
C  -0.14  -1.38  -2.39  -0.2325
C  -1.67  -1.73  -2.20  -0.2044
F  -2.50  -0.81  -2.93  -0.0480
C  -1.99  -3.18  -2.83  -0.1516
C  -2.01  -3.03  -4.42  -0.0991
H  -2.00  2.71  -2.35  0.0753
H  2.02  0.28  0.00  0.1370
H  1.35  -1.40  -0.03  0.1073
H  0.42  -0.41  1.99  0.1191
H  -0.97  -0.60  0.84  0.1104
H  -1.31  1.79  0.58  0.0913
H  -0.78  1.61  2.30  0.1101
H  0.25  3.55  0.68  0.1155
H  1.53  2.34  0.26  0.1058
H  2.28  2.25  2.68  0.1300
H  0.65  3.10  3.18  0.1132
H  2.42  4.69  4.16  0.1115
H  3.82  3.94  3.15  0.1212
H  4.29  6.50  3.49  0.0740
H  2.58  6.85  2.80  0.0763
H  3.84  6.10  1.69  0.0816
H  -0.11  -1.01  -3.48  0.1611
H  -2.02  -1.64  -1.12  0.1540
H  -1.22  -3.93  -2.48  0.1145
H  -3.05  -3.43  -2.51  0.1217
H  -2.96  -2.49  -4.74  0.0767
H  -2.06  -4.05  -4.92  0.0845
H  -1.15  -2.40  -4.82  0.0768
C  2.47  -5.61  2.82  -0.1073
C  1.67  -4.97  1.87  -0.1029
C  2.26  -4.19  0.89  -0.0904
C  3.64  -4.05  0.84  -0.0787
C  4.44  -4.69  1.78  -0.0847
C  3.85  -5.47  2.77  -0.0927
H  2.01  -6.22  3.59  0.0957
H  0.59  -5.08  1.90  0.0983
H  1.64  -3.68  0.15  0.0805
H  4.10  -3.44  0.07  0.0819
H  5.52  -4.58  1.74  0.1039
H  4.47  -5.96  3.51  0.1006
C  6.50  -3.20  -2.33  -0.0885
C  7.72  -3.80  -2.61  -0.0971
C  8.90  -3.20  -2.18  -0.1030
C  8.86  -2.01  -1.46  -0.1030
C  7.64  -1.42  -1.18  -0.0936
C  6.46  -2.01  -1.62  -0.0962
H  5.58  -3.66  -2.67  0.1008
H  7.75  -4.73  -3.16  0.0990
H  9.86  -3.67  -2.40  0.0977
H  9.78  -1.55  -1.12  0.0975
H  7.60  -0.49  -0.62  0.0988
H  5.50  -1.54  -1.40  0.0712
C  0.50  7.10  5.98  -0.0923
C  1.86  7.37  6.06  -0.1009
C  2.32  8.68  6.03  -0.0936
C  1.40  9.73  5.94  -0.0936
C  0.04  9.46  5.87  -0.0888
C  -0.41  8.14  5.88  -0.0990
H  0.15  6.07  5.99  0.0881
H  2.57  6.55  6.13  0.0976
H  3.38  8.89  6.09  0.1009
H  1.76  10.76  5.93  0.1005
H  -0.67  10.28  5.80  0.1016
H  -1.47  7.93  5.82  0.0872
C  -5.88  -5.31  -8.42  -0.0973
C  -4.55  -5.40  -8.80  -0.0968
C  -3.66  -4.39  -8.48  -0.0943
C  -4.10  -3.28  -7.76  -0.1074
C  -5.43  -3.19  -7.37  -0.0936
C  -6.32  -4.20  -7.71  -0.0969
H  -6.58  -6.10  -8.67  0.1001
H  -4.20  -6.27  -9.35  0.1005
H  -2.62  -4.46  -8.78  0.1004
H  -3.40  -2.49  -7.50  0.0812
H  -5.78  -2.32  -6.81  0.1018
H  -7.36  -4.12  -7.41  0.0999
C  -2.24  -0.23  -9.18  -0.1031
C  -2.49  1.12  -9.42  -0.0959
C  -1.64  2.09  -8.90  -0.0976
C  -0.52  1.71  -8.16  -0.0957
C  -0.27  0.37  -7.93  -0.0939
C  -1.13  -0.60  -8.43  -0.1031
H  -2.91  -0.98  -9.57  0.0947
H  -3.36  1.41  -10.00  0.1004
H  -1.84  3.14  -9.08  0.0996
H  0.15  2.47  -7.77  0.1006
H  0.60  0.07  -7.35  0.1012
H  -0.93  -1.65  -8.25  0.0962
C  -0.91  -9.32  2.61  -0.0941
C  -2.01  -9.95  2.03  -0.0986
C  -2.42  -9.61  0.75  -0.0990
C  -1.71  -8.65  0.03  -0.0980
C  -0.61  -8.02  0.60  -0.0960
C  -0.22  -8.36  1.89  -0.0925
H  -0.60  -9.58  3.61  0.1003
H  -2.56  -10.71  2.59  0.0998
H  -3.28  -10.10  0.30  0.0995
H  -2.03  -8.39  -0.98  0.0989
H  -0.06  -7.27  0.04  0.0968
H  0.64  -7.86  2.34  0.0804
C  -3.58  4.40  2.29  -0.0886
C  -2.44  5.05  2.74  -0.0826
C  -2.53  6.03  3.72  -0.1135
C  -3.76  6.35  4.26  -0.1068
C  -4.91  5.71  3.82  -0.0898
C  -4.82  4.73  2.83  -0.0901
H  -3.51  3.64  1.52  0.0957
H  -1.47  4.79  2.32  0.0940
H  -1.63  6.53  4.07  0.0811
H  -3.84  7.11  5.04  0.1015
H  -5.88  5.96  4.24  0.1020
H  -5.72  4.23  2.47  0.1009
C  -3.16  4.36  7.66  -0.0864
C  -2.98  3.73  8.89  -0.0960
C  -1.88  2.91  9.10  -0.0977
C  -0.95  2.72  8.08  -0.0960
C  -1.13  3.35  6.85  -0.0974
C  -2.24  4.17  6.64  -0.0888
H  -4.02  5.00  7.50  0.0992
H  -3.70  3.88  9.69  0.0999
H  -1.74  2.41  10.05  0.0996
H  -0.09  2.08  8.24  0.0997
H  -0.41  3.21  6.05  0.0925
H  -2.38  4.66  5.69  0.0669

- Kohn-Sham gap: 0.34409 Ha
- E_LUMO: 0.011 Eh
- E_HOMO: -9.051 eV
- F_max: 4.9 eV/Å

***

Total energy across the listed records, respectively: -387804.18644; -89229.49284 eV.